Density functional theory data (ωB97M-V with the def2-TZVPD basis set) for a gas-phase ion, C7H13N2O (charge +1) at a distorted geometry.

```
! wB97M-V def2-TZVPD RIJCOSX def2/J DEFGRID3
* xyz 1 1
C 1.6073 0.3519 0.0211
C 1.3725 1.0003 1.1303
C 0.6480 -0.7261 -0.4608
C 0.2308 0.7970 2.0061
C 0.4838 -0.4750 -1.9083
C -0.9735 0.3227 1.8296
C -0.3580 0.6587 -2.4226
N 1.1227 -1.1835 -2.7589
N -1.9082 0.5303 3.2915
O -1.6831 -0.3299 1.1281
H 2.4392 0.6155 -0.6466
H 2.2638 1.6083 1.4188
H 0.9428 -1.7043 -0.4347
H 0.2310 1.3773 2.9260
H -1.4847 0.3751 -2.3190
H -0.2433 0.8654 -3.4514
H -0.1675 1.4588 -1.7747
H 1.5197 -2.0519 -2.5194
H 1.0450 -1.0014 -3.7820
H -2.7401 0.8431 2.8061
H -1.5802 1.1927 4.0257
H -2.1759 -0.3713 3.6946
H -0.2758 -0.6872 0.0496
*
```

Values from the calculation:
**SMILES**: CC(=[NH2+])C/C=C\C=C(\[NH3+])[O-]
**ΔE to the lowest compared entry with this formula, charge and spin**: 294.1 kJ/mol
**E**: -12488.989 eV
**Molecular weight**: 141.2 g mol⁻¹
**Kohn-Sham gap**: 7.581 eV
**E_HOMO**: -11.1 eV

Density functional theory data (ωB97M-V with the def2-TZVPD basis set) for 2 unconnected molecules or ions with the total composition C7H13N2O2 at a distorted geometry.

```
! wB97M-V def2-TZVPD RIJCOSX def2/J DEFGRID3
* xyz 1 1
C 3.2547 -0.6142 -0.2907
C 1.8402 -1.2079 -0.4520
C -1.3256 -1.2252 -0.1413
C 1.7364 0.6895 0.8354
C -3.2858 0.9312 0.5426
C -1.4949 -0.1141 -0.9557
C -1.9213 1.1267 -0.0944
N 3.0495 0.6844 0.3329
N 1.0323 -0.5620 0.6047
O -1.3923 -2.1233 0.5351
O 1.9802 1.3969 -0.3068
H 3.8623 -1.1820 0.4172
H 3.7889 -0.5104 -1.2316
H 1.4354 -0.9057 -1.4228
H 1.8066 -2.2909 -0.3755
H -3.2679 0.1628 1.3114
H -4.0286 0.6608 -0.2034
H -3.6075 1.8592 1.0053
H -0.5800 0.1377 -1.5029
H -2.2926 -0.3363 -1.6784
H -1.1590 1.3274 0.6565
H -1.9459 1.9713 -0.7828
H 1.0381 -1.1073 1.4619
H 1.4767 1.2316 1.7354
*
```

Values from the calculation:
**ΔE to the lowest compared entry with this formula, charge and spin**: 358.3 kJ/mol
**E**: -14534.878 eV
**Molecular weight**: 157.2 g mol⁻¹
**Kohn-Sham gap**: 8.568 eV
**E_HOMO**: -13.2 eV

Density functional theory data (ωB97M-V with the def2-TZVPD basis set) for a molecular structure, C7H13N2O2 at a distorted geometry.

```
! wB97M-V def2-TZVPD RIJCOSX def2/J DEFGRID3
* xyz 1 3
C -1.4622 -1.0910 -1.9660
C 2.1375 0.8831 0.1706
C 1.0528 0.7777 -0.9046
C 1.3812 1.4311 1.3802
C -1.7974 -0.4073 -0.7121
C -0.2043 0.7080 -0.1325
C 0.0982 -0.5803 1.9880
N -2.2065 -2.1968 -2.1980
N 0.0579 0.7424 1.3260
O -0.5638 -0.7231 -2.6963
O -1.4683 0.9997 -0.5649
H 2.5787 -0.0894 0.3864
H 2.9393 1.5537 -0.1254
H 1.0178 1.6489 -1.5643
H 1.1622 -0.0797 -1.5788
H 1.8770 1.2422 2.3316
H 1.2172 2.5046 1.2650
H -2.3367 -0.8435 0.1087
H 0.8008 -1.2290 1.4702
H 0.4143 -0.4641 3.0240
H -0.8852 -1.0437 1.9755
H -3.0317 -2.4098 -1.6649
H -2.1078 -2.6367 -3.1006
H -0.6711 1.3029 1.7822
*
```

Values from the calculation:
**ΔE to the lowest compared entry with this formula, charge and spin**: 0.0 kJ/mol
**E**: -14534.424 eV
**Molecular weight**: 157.2 g mol⁻¹
**Kohn-Sham gap (spin up / spin down)**: 8.352 / 7.885 eV
**E_HOMO (spin up / spin down)**: -11.3 / -13.5 eV

Density functional theory data (ωB97M-V with the def2-TZVPD basis set) for a molecular structure, C7H13N2O4S2 at a distorted geometry.

```
! wB97M-V def2-TZVPD RIJCOSX def2/J DEFGRID3
* xyz -1 1
C -1.9972 0.2916 0.5121
C -1.4402 -0.9806 1.1569
C -1.9063 0.3041 -1.0234
C 0.0416 -1.0316 0.7403
C -0.5474 -0.1623 -1.5487
C 0.0547 -1.3199 -0.7092
C -0.5546 3.3606 0.9786
N 1.5083 2.9045 -0.1337
N 0.5077 3.1417 0.4893
O 3.5896 -1.5680 1.9392
O 2.7554 0.1690 0.5136
O 2.6025 -2.2968 -0.3650
O 1.6378 -2.1213 -2.7323
S 3.6229 -1.0443 0.6283
S 1.8068 -1.4160 -1.4028
H -3.0551 0.5454 0.7322
H -1.4422 1.2218 0.7855
H -1.6335 -0.6902 2.2464
H -1.9372 -1.9735 0.8583
H -2.6719 -0.2799 -1.4608
H -2.2020 1.4180 -1.4773
H 0.4509 -0.0245 1.0892
H 0.5443 -1.7602 1.3716
H -0.6989 -0.6665 -2.4727
H 0.2566 0.6095 -1.5702
H -0.2455 -2.3070 -0.9071
H -0.8426 3.7985 1.9159
H 1.7954 1.8783 -0.1543
*
```

Values from the calculation:
**ΔE to the lowest compared entry with this formula, charge and spin**: 141.1 kJ/mol
**E**: -40307.892 eV
**Molecular weight**: 253.3 g mol⁻¹
**Kohn-Sham gap**: 7.864 eV
**E_HOMO**: -4.6 eV

Density functional theory data (ωB97M-V with the def2-TZVPD basis set) for C7H13N2OP in the gas phase at a distorted geometry.

```
! wB97M-V def2-TZVPD RIJCOSX def2/J DEFGRID3
* xyz 0 1
C -3.4859 1.6215 0.3758
C -2.4911 0.9267 0.5791
C -1.8468 -1.3489 0.1522
C -0.8730 -2.3536 0.2772
C -1.3322 0.1516 0.7773
C -0.3811 0.8690 -1.3485
C 3.6543 0.5579 0.1035
N -0.1821 0.6187 0.0255
N 2.3118 0.3790 -0.5293
O 1.5936 0.4212 2.0060
P 1.2218 -0.1451 0.6553
H -4.4254 1.9338 0.0254
H -2.1782 -1.1930 -0.7879
H -2.6178 -1.4439 0.7961
H -0.7646 -2.9406 1.2673
H -0.2961 -2.5927 -0.5989
H -1.1992 -0.1266 1.8897
H 0.3998 1.6408 -1.8104
H -0.4705 0.1128 -2.0920
H -1.2910 1.2994 -1.5706
H 3.6867 1.5055 0.7008
H 3.8747 -0.1894 0.8651
H 4.5771 0.5473 -0.4823
H 2.5155 -0.2514 -1.2763
*
```

Values from the calculation:
**ΔE to the lowest compared entry with this formula, charge and spin**: 187.1 kJ/mol
**E**: -21780.928 eV
**Molecular weight**: 172.2 g mol⁻¹
**Kohn-Sham gap (spin up / spin down)**: 7.701 / 7.042 eV
**E_HOMO (spin up / spin down)**: -8.0 / -8.0 eV

Density functional theory data (ωB97M-V with the def2-TZVPD basis set) for 2 unconnected molecules or ions with the total composition C7H13N2OP3 at a distorted geometry.

```
! wB97M-V def2-TZVPD RIJCOSX def2/J DEFGRID3
* xyz 0 1
C -0.0630 -1.3025 -0.9551
C 1.3658 0.6635 0.0717
C 0.9364 -2.1326 -0.6873
C 2.4900 -0.4110 -0.0588
C 0.2257 0.2179 -0.8581
C 2.2159 -1.6890 -0.3602
C -1.4077 1.9735 -1.6396
N -1.0473 1.0296 -0.5721
N -0.6432 -1.3301 2.5085
O 0.8872 0.2556 3.4897
P -0.5200 -0.1029 3.4591
P -1.7282 1.2412 0.9107
P -1.3377 -1.7288 1.1559
H -1.0217 -1.5129 -1.4196
H 1.8814 1.5954 -0.2472
H 0.7036 -3.1304 -0.8370
H 3.4430 -0.0711 0.1124
H 0.3156 0.4741 -1.9389
H 3.0589 -2.3832 -0.4454
H -2.3246 2.5871 -1.2646
H -0.7247 2.7364 -1.8440
H -1.6972 1.5918 -2.6103
H -3.2565 1.1907 0.7502
H -1.7714 2.6563 0.9458
H -0.9699 -3.1974 1.1211
H 0.9897 0.7785 1.2130
*
```

Values from the calculation:
**SMILES**: CN(P)[C@@H]1C=CC=CC1.[H]/P=N/P=O
**ΔE to the lowest compared entry with this formula, charge and spin**: 196.4 kJ/mol
**E**: -40360.184 eV
**Molecular weight**: 234.1 g mol⁻¹
**Kohn-Sham gap**: 7.337 eV
**E_HOMO**: -8.2 eV